[1]
The following is a DFT calculation (ωB97M-V/def2-TZVPD) of one molecule with the formula C22H29N3O3S.

Summary:
HOMO in eV: -7.71
Total energy in Ha: -1643.8693
Molar mass in u: 415.56
Charge: 0
SMILES string: COc1ccc(S(=O)(=O)N2CCC(N3CCN(c4ccccc4)CC3)CC2)cc1

Atoms and positions in Å:
C 3.697 5.242 4.751
O 4.360 4.048 4.403
C 4.198 3.547 3.156
C 3.387 4.109 2.171
C 3.298 3.504 0.928
C 4.013 2.354 0.664
S 3.827 1.544 -0.920
O 4.995 0.756 -1.182
O 3.405 2.511 -1.890
N 2.560 0.484 -0.706
C 2.807 -0.633 0.172
C 1.777 -1.725 -0.102
C 0.356 -1.172 0.094
N -0.608 -2.247 -0.016
C -1.816 -2.170 0.770
C -3.001 -1.494 0.059
N -3.247 -2.192 -1.182
C -4.513 -2.178 -1.755
C -5.533 -1.335 -1.307
C -6.800 -1.399 -1.857
C -7.085 -2.294 -2.873
C -6.083 -3.135 -3.328
C -4.819 -3.084 -2.778
C -2.076 -2.169 -2.037
C -0.887 -2.820 -1.314
C 0.181 0.041 -0.839
C 1.259 1.079 -0.535
C 4.823 1.786 1.633
C 4.917 2.379 2.874
H 3.993 5.452 5.777
H 4.004 6.073 4.109
H 2.610 5.126 4.705
H 2.828 5.012 2.358
H 2.691 3.930 0.145
H 3.817 -0.984 -0.042
H 2.751 -0.322 1.229
H 1.904 -2.071 -1.127
H 1.935 -2.567 0.571
H 0.285 -0.811 1.128
H -1.608 -1.654 1.709
H -2.115 -3.199 1.000
H -3.878 -1.583 0.702
H -2.788 -0.425 -0.106
H -5.340 -0.609 -0.532
H -7.568 -0.732 -1.493
H -8.074 -2.337 -3.303
H -6.291 -3.846 -4.115
H -4.064 -3.769 -3.131
H -2.278 -2.714 -2.958
H -1.830 -1.129 -2.306
H 0.000 -2.760 -1.943
H -1.126 -3.878 -1.154
H 0.287 -0.274 -1.877
H -0.801 0.496 -0.702
H 1.202 1.917 -1.230
H 1.132 1.457 0.495
H 5.384 0.898 1.389
H 5.544 1.966 3.648

Cartesian forces, eV/Å:
-0.1 0.2 0.1
0.1 -0.3 -0.1
0.0 -0.2 -0.2
0.0 0.1 0.3
0.0 0.0 -0.1
-0.1 -0.3 -0.8
-0.1 0.0 0.0
0.0 -0.1 0.3
-0.2 0.1 0.3
0.8 0.5 -0.4
0.3 -0.6 0.1
-0.1 0.4 0.3
0.2 -0.1 -0.2
-0.1 0.0 0.1
-0.2 0.1 0.0
0.1 -0.1 0.2
0.2 -0.1 0.2
-0.4 0.0 -0.1
0.2 0.1 0.1
-0.2 0.0 -0.1
-0.2 0.1 0.0
0.0 0.0 -0.1
0.1 0.0 -0.1
0.3 -0.1 -0.1
-0.1 0.0 -0.1
0.1 0.0 0.4
-0.5 0.4 -0.2
0.1 0.0 0.2
-0.1 0.1 0.1
-0.1 0.0 -0.1
0.0 0.0 0.0
0.0 0.0 0.0
0.0 0.1 0.0
-0.1 0.1 0.0
-0.1 -0.1 0.2
0.0 0.0 0.0
0.0 -0.1 -0.1
0.0 0.0 0.0
0.0 0.0 0.0
0.0 0.0 0.0
-0.1 0.1 0.1
0.0 0.1 0.0
-0.1 0.0 0.0
0.1 0.0 0.1
0.0 0.0 0.0
-0.1 0.0 0.0
0.0 -0.1 0.0
0.1 -0.1 0.0
0.0 0.0 0.0
0.0 -0.1 -0.1
0.0 0.0 0.0
0.0 0.0 -0.2
-0.1 0.0 -0.1
0.0 0.0 -0.1
-0.2 0.0 0.1
0.0 0.0 -0.1
0.1 -0.1 0.1
0.1 -0.1 0.1

Mulliken population analysis, charges in e, atoms 1 to 2: atom 1 (C): -0.834, atom 2 (O): -0.423



[2]
The following is a DFT calculation (ωB97M-V/def2-TZVPD) of one molecule with the formula C22H29N3O4.

Summary:
HOMO in eV: -8.33
Total energy in Ha: -1320.9602
Molar mass in u: 399.49
Charge: 0
SMILES string: CCc1noc(C)c1C(=O)N1CCC(CCC(=O)Nc2cccc(OC)c2)CC1

Atoms and positions in Å:
C -5.618 0.775 -2.501
C -5.787 -0.181 -1.320
C -5.416 0.494 -0.048
N -6.298 0.766 0.876
O -5.664 1.434 1.871
C -4.370 1.591 1.548
C -3.468 2.309 2.478
C -4.134 0.991 0.339
C -2.864 1.002 -0.430
O -2.382 2.049 -0.829
N -2.309 -0.204 -0.688
C -2.677 -1.445 -0.052
C -1.558 -1.912 0.882
C -0.241 -2.063 0.114
C 0.867 -2.543 1.057
C 2.145 -2.995 0.337
C 3.030 -1.845 -0.121
O 3.213 -1.585 -1.291
N 3.584 -1.170 0.921
C 4.433 -0.055 0.911
C 4.977 0.356 2.124
C 5.819 1.453 2.158
C 6.120 2.144 1.004
C 5.570 1.739 -0.214
O 5.916 2.480 -1.298
C 5.379 2.129 -2.553
C 4.724 0.637 -0.259
C 0.085 -0.728 -0.558
C -1.076 -0.281 -1.444
H -4.592 1.131 -2.563
H -5.870 0.271 -3.431
H -6.273 1.636 -2.384
H -6.825 -0.506 -1.243
H -5.153 -1.058 -1.470
H -4.013 3.106 2.977
H -3.082 1.630 3.239
H -2.635 2.725 1.917
H -3.602 -1.315 0.510
H -2.840 -2.203 -0.829
H -1.846 -2.862 1.336
H -1.431 -1.177 1.680
H -0.382 -2.820 -0.667
H 0.482 -3.393 1.625
H 1.097 -1.748 1.771
H 2.731 -3.629 1.007
H 1.882 -3.584 -0.543
H 3.398 -1.534 1.846
H 4.745 -0.182 3.032
H 6.245 1.770 3.099
H 6.775 3.000 1.015
H 5.677 1.119 -2.849
H 5.789 2.850 -3.259
H 4.287 2.200 -2.555
H 4.291 0.296 -1.182
H 0.977 -0.815 -1.175
H 0.267 0.032 0.206
H -0.884 0.710 -1.859
H -1.216 -0.995 -2.264

Cartesian forces, eV/Å:
0.0 -0.2 0.1
-0.1 0.1 -0.1
0.2 0.1 0.5
-0.8 -0.6 -0.8
0.7 0.4 0.4
0.3 -0.4 -0.8
-0.2 -0.1 0.1
-0.5 0.5 0.7
-0.2 0.1 0.1
0.1 0.3 0.0
0.1 -0.1 -0.2
-0.1 -0.2 0.4
0.0 -0.1 -0.4
0.1 0.2 0.5
-0.1 -0.2 -0.3
-0.1 0.1 0.0
-0.2 -0.6 0.1
0.1 0.1 -0.3
0.0 0.0 0.5
0.3 0.3 0.1
-0.1 -0.1 0.0
0.0 0.0 -0.1
0.0 0.1 -0.2
0.0 0.0 0.4
0.1 0.0 0.3
-0.1 -0.1 -0.2
0.0 0.1 -0.4
-0.2 -0.2 -0.3
0.3 0.3 -0.1
0.1 0.1 -0.1
0.0 0.0 -0.1
0.0 0.1 0.0
0.1 -0.1 0.0
-0.1 -0.1 0.0
0.0 0.1 0.0
0.0 0.0 0.1
0.0 0.0 0.0
0.1 0.0 -0.1
-0.1 0.0 0.0
0.0 0.0 0.1
0.0 0.0 0.1
0.0 0.0 0.0
0.0 0.0 0.1
-0.1 0.0 0.1
0.0 0.0 0.0
0.1 0.0 0.0
0.0 0.0 -0.2
0.0 -0.1 0.1
0.0 0.0 0.1
0.1 0.1 0.0
0.0 0.0 0.0
-0.1 -0.1 0.0
0.0 0.0 0.0
0.0 0.0 -0.1
0.0 0.1 0.0
0.0 0.1 0.1
0.0 -0.2 0.0
0.0 0.0 0.0

Mulliken population analysis, charges in e, atoms 1 to 2: atom 1 (C): -1.137, atom 2 (C): -0.412



[3]
The following is a DFT calculation (ωB97M-V/def2-TZVPD) of one molecule with the formula C22H29N3O4S.

Summary:
HOMO in eV: -8.56
Total energy in Ha: -1719.1879
Molar mass in u: 431.56
Charge: 0
SMILES string: CCOCCCNC(=O)[C@H](c1ccccc1)N(Cc1cccs1)C(=O)CNC(C)=O

Atoms and positions in Å:
C -6.679 -0.273 0.228
C -5.641 0.695 0.796
O -5.115 1.591 -0.161
C -4.190 1.051 -1.081
C -2.793 0.836 -0.492
C -2.164 2.157 -0.040
N -0.909 1.919 0.637
C 0.263 1.929 -0.028
O 0.396 2.361 -1.155
C 1.371 1.230 0.777
C 2.809 1.625 0.547
C 3.237 2.414 -0.510
C 4.585 2.686 -0.673
C 5.517 2.169 0.208
C 5.096 1.388 1.272
C 3.751 1.125 1.443
N 1.194 -0.198 0.461
C 1.712 -0.619 -0.829
C 3.136 -1.066 -0.762
C 4.166 -0.697 -1.569
C 5.395 -1.296 -1.213
C 5.285 -2.111 -0.136
S 3.674 -2.174 0.461
C 0.431 -0.931 1.287
O -0.180 -0.429 2.225
C 0.314 -2.437 1.049
N -1.065 -2.779 0.769
C -1.573 -2.671 -0.482
C -3.054 -2.968 -0.569
O -0.881 -2.404 -1.442
H -7.133 -0.835 1.040
H -6.227 -0.977 -0.468
H -7.453 0.283 -0.294
H -6.115 1.341 1.540
H -4.838 0.133 1.292
H -4.134 1.788 -1.885
H -4.560 0.107 -1.502
H -2.848 0.163 0.368
H -2.160 0.364 -1.245
H -1.956 2.790 -0.905
H -2.846 2.679 0.635
H -0.957 1.389 1.500
H 1.149 1.337 1.845
H 2.518 2.814 -1.206
H 4.907 3.302 -1.500
H 6.569 2.374 0.070
H 5.816 0.984 1.968
H 3.423 0.514 2.273
H 1.652 0.241 -1.503
H 1.062 -1.397 -1.247
H 4.052 -0.011 -2.388
H 6.318 -1.118 -1.735
H 6.046 -2.687 0.352
H 0.933 -2.792 0.228
H 0.618 -2.938 1.971
H -1.689 -2.837 1.557
H -3.614 -2.326 0.106
H -3.390 -2.805 -1.589
H -3.236 -4.005 -0.296

Cartesian forces, eV/Å:
0.3 0.3 0.0
-0.2 -0.1 0.1
-0.1 0.2 0.0
0.3 -0.2 -0.1
-0.3 0.4 0.0
-0.1 -0.1 -0.1
-0.3 0.1 0.3
0.2 0.0 0.6
0.0 0.1 -0.5
-0.1 0.1 0.1
0.0 0.2 0.0
-0.1 0.1 0.0
0.1 0.0 0.0
0.1 0.0 -0.1
0.0 -0.1 0.1
-0.1 0.1 0.0
0.1 0.3 0.1
0.0 -0.4 -0.4
0.2 -0.3 0.1
-0.3 -0.1 0.1
0.2 -0.2 0.1
-0.2 -0.1 0.2
0.2 0.3 -0.4
-0.1 -0.3 -0.1
-0.2 -0.1 0.3
-0.1 0.1 -0.1
0.2 -0.1 0.5
-0.4 -0.2 0.2
0.1 0.1 -0.2
0.1 0.1 -0.3
-0.1 -0.1 0.1
0.0 -0.1 -0.1
-0.1 0.0 0.0
0.1 -0.1 0.0
0.0 0.1 0.0
0.0 -0.1 0.0
0.0 0.1 0.0
0.0 -0.1 0.0
0.1 -0.1 0.0
-0.1 0.0 0.1
0.1 0.0 -0.1
0.2 0.0 -0.1
0.0 0.0 -0.3
-0.1 0.0 0.0
0.0 0.1 -0.1
0.1 0.0 0.0
0.1 0.0 0.1
0.0 -0.1 0.1
0.0 -0.1 0.0
0.1 0.2 0.1
-0.1 0.2 -0.1
0.2 0.0 -0.1
0.2 -0.1 0.1
0.0 0.0 0.1
0.0 0.1 -0.1
0.0 0.0 -0.1
-0.1 0.1 0.1
0.0 0.0 0.0
0.0 -0.1 0.0

Mulliken population analysis, charges in e, atoms 1 to 2: atom 1 (C): -1.159, atom 2 (C): -0.091



[4]
The following is a DFT calculation (ωB97M-V/def2-TZVPD) of one molecule with the formula C22H29N3O5.

Summary:
HOMO in eV: -7.91
Total energy in Ha: -1396.2614
Molar mass in u: 415.49
Charge: 0
SMILES string: CC(C)[C@H](NC(=O)[C@@H]1CC(=O)N(c2ccc3c(c2)OCO3)C1)C(=O)NC1CCCC1

Atoms and positions in Å:
C 4.099 2.035 -1.736
C 3.266 1.634 -0.520
C 2.287 2.748 -0.146
C 2.575 0.288 -0.779
N 1.518 0.420 -1.764
C 1.095 -0.595 -2.530
O 1.636 -1.690 -2.545
C -0.188 -0.344 -3.324
C -0.450 1.109 -3.698
C -1.057 1.695 -2.426
O -1.096 2.869 -2.139
N -1.520 0.652 -1.678
C -1.952 0.708 -0.342
C -2.755 -0.311 0.159
C -3.138 -0.346 1.498
C -2.696 0.670 2.306
C -1.911 1.709 1.799
C -1.523 1.754 0.486
O -1.629 2.593 2.798
C -2.215 2.060 3.966
O -2.916 0.877 3.641
C -1.353 -0.619 -2.358
C 1.960 -0.339 0.494
O 1.717 0.283 1.507
N 1.699 -1.647 0.335
C 1.034 -2.447 1.337
C 1.900 -3.641 1.799
C 1.143 -4.898 1.366
C -0.319 -4.462 1.405
C -0.268 -3.065 0.794
H 4.605 2.979 -1.550
H 4.851 1.281 -1.960
H 3.463 2.156 -2.611
H 3.934 1.475 0.333
H 2.845 3.621 0.185
H 1.647 2.425 0.669
H 1.675 3.056 -0.993
H 3.305 -0.424 -1.184
H 0.988 1.275 -1.701
H -0.194 -1.028 -4.173
H 0.435 1.665 -4.006
H -1.186 1.176 -4.502
H -3.104 -1.094 -0.495
H -3.756 -1.140 1.882
H -0.925 2.566 0.113
H -1.428 1.832 4.702
H -2.914 2.795 4.395
H -1.123 -1.411 -1.643
H -2.261 -0.888 -2.911
H 1.890 -2.083 -0.561
H 0.830 -1.769 2.169
H 2.896 -3.589 1.361
H 2.008 -3.620 2.883
H 1.347 -5.748 2.015
H 1.416 -5.171 0.345
H -0.664 -4.406 2.438
H -0.975 -5.134 0.854
H -0.190 -3.150 -0.293
H -1.140 -2.459 1.035

Cartesian forces, eV/Å:
0.0 -0.1 0.3
-0.1 -0.1 -0.1
0.1 -0.2 0.2
0.2 0.0 0.4
0.2 0.4 0.2
-0.4 0.1 -0.4
0.1 -0.3 -0.1
0.0 -0.1 0.0
0.1 0.0 0.0
-0.1 0.0 -0.4
0.1 0.3 0.1
0.0 -0.1 -0.1
-0.3 0.0 0.4
0.1 0.1 -0.2
0.1 0.2 0.4
0.3 0.3 -0.4
-0.3 -0.6 0.0
0.0 0.2 0.3
0.1 0.1 -0.5
0.1 0.5 1.2
-0.2 -0.3 -0.3
-0.1 -0.3 -0.2
0.3 -0.1 -0.5
0.0 0.3 0.4
-0.1 -0.4 0.0
0.0 0.1 0.1
0.0 -0.1 0.0
0.0 0.0 0.2
0.0 0.0 -0.2
0.0 -0.1 0.2
0.1 0.1 0.0
0.1 -0.1 -0.1
0.0 0.0 -0.1
-0.1 0.0 0.0
0.0 0.1 0.0
-0.1 0.1 0.0
-0.1 0.1 -0.1
-0.1 0.1 0.0
0.0 -0.1 -0.1
0.1 0.0 0.1
-0.1 0.1 0.1
0.0 0.0 0.0
0.0 -0.1 -0.1
-0.1 -0.1 0.1
0.1 0.1 -0.1
-0.1 0.0 -0.2
0.1 -0.2 -0.2
0.0 0.0 0.0
0.1 -0.1 0.1
0.0 0.2 0.0
0.0 -0.1 -0.1
0.1 0.0 0.1
0.0 0.0 0.1
0.0 -0.1 -0.1
0.0 -0.1 -0.1
-0.1 0.0 0.1
-0.1 0.0 0.1
0.0 0.0 -0.1
0.0 0.1 -0.1

Mulliken population analysis, charges in e, atoms 1 to 2: atom 1 (C): -1.530, atom 2 (C): 0.460